# 1
C16H23F3N9O4RuSSe | ωB97M-V with the def2-TZVPD basis set

Its net charge is +3. The spin multiplicity is 5. For the HOMO energy (spin up / spin down), the calculation gives -18.25 / -18.25 eV. The molecular weight comes out at 674.51 g/mol.

Geometry as XYZ:
```
58
Properties=species:S:1:pos:R:3:forces:R:3:lowdin_charge:R:1
Ru 0.200686 -0.176293 0.382731 -0.1 -0.1 -0.1 1.54
C -4.320972 -3.071618 -0.947058 0.0 0.0 0.0 0.05
N -2.943322 -2.791069 -0.506312 0.0 0.0 0.0 -0.08
C -1.917050 -3.708913 -0.444871 0.0 0.0 0.0 0.00
C -0.812131 -3.034308 -0.051780 0.0 0.0 0.0 -0.11
N -1.164990 -1.702252 0.147189 0.1 0.1 0.0 -0.11
C -2.469388 -1.603666 -0.160302 0.0 0.0 0.1 -0.10
H -4.546593 -4.112018 -0.733380 0.0 0.0 0.0 0.11
H -4.405742 -2.889195 -2.015459 0.0 0.0 0.0 0.12
H -5.009943 -2.433930 -0.400998 0.0 0.0 0.0 0.11
H -2.064842 -4.746826 -0.691115 0.0 0.0 0.0 0.15
H 0.195599 -3.382074 0.084128 0.0 0.0 0.0 0.09
H -3.051478 -0.697720 -0.131674 0.0 0.0 0.0 0.14
F -1.760418 3.298181 2.610808 0.0 0.0 0.0 0.14
C -1.901899 3.681809 1.333363 0.0 0.0 0.1 -0.68
F -3.163734 3.899492 1.065189 0.0 0.0 0.0 0.22
F -1.164283 4.739389 1.100426 0.0 0.0 0.0 0.21
S -1.301050 2.272760 0.301954 0.1 -0.1 0.0 0.59
O -1.390079 2.611456 -1.088219 0.0 0.0 0.1 -0.22
O 0.113333 2.048052 0.762773 -0.1 0.0 0.0 -0.41
O -2.052000 1.083786 0.724019 0.1 0.1 0.0 -0.34
C 0.681096 -1.876674 2.919892 0.0 0.0 0.0 -0.11
N 0.300676 -0.481359 2.490818 0.0 0.0 0.0 -0.17
C 1.299344 0.494369 3.146507 0.0 0.0 0.0 -0.12
N 1.338583 0.344252 4.574901 0.0 0.0 0.0 -0.05
C 1.710609 -1.024528 4.934576 0.0 0.0 0.0 -0.07
N 0.703716 -1.933779 4.365267 0.0 0.0 0.0 0.02
C -0.615201 -1.800400 4.990975 0.1 0.0 0.0 -0.04
N -0.885344 -0.427201 4.574208 0.0 0.0 0.0 0.05
C -1.044093 -0.245734 3.147169 0.0 0.0 0.0 -0.10
C 0.017226 0.577592 5.160189 0.0 0.0 0.0 -0.06
H 1.669354 -2.108420 2.525319 0.0 0.0 0.0 0.13
H -0.051572 -2.578571 2.524404 0.0 0.0 0.0 0.13
H 0.989661 1.498964 2.868111 0.0 0.0 0.0 0.13
H 2.277173 0.278089 2.723311 0.0 0.0 0.0 0.13
H 1.739642 -1.139297 6.016078 0.0 0.0 0.0 0.16
H 2.686177 -1.276990 4.520162 0.0 0.0 0.0 0.16
H -0.553078 -1.887458 6.072015 0.0 0.0 0.0 0.16
H -1.332644 -2.502303 4.573271 0.0 0.0 0.0 0.16
H -1.374008 0.769048 2.939404 0.0 0.0 0.0 0.12
H -1.761277 -0.956899 2.741703 0.0 0.0 0.0 0.14
H 0.050241 0.462282 6.241187 0.0 0.0 0.0 0.16
H -0.347547 1.572659 4.906762 0.0 0.0 0.0 0.16
Se 3.742033 -3.187986 -0.387249 0.1 0.0 0.0 1.28
N 4.965642 -1.960054 -0.641290 -0.1 -0.1 0.0 -0.17
C 4.403905 -0.782740 -0.430707 0.0 0.2 0.1 -0.36
C 5.038197 0.489445 -0.550898 0.0 -0.1 0.0 0.08
C 4.280028 1.593573 -0.307962 0.0 0.1 0.0 0.01
C 2.913234 1.471730 0.042983 0.0 0.1 0.0 -0.06
N 2.291424 0.313830 0.181570 0.0 0.0 0.0 -0.05
C 3.021981 -0.827881 -0.052358 0.1 0.0 -0.1 -0.48
N 2.456497 -2.014228 0.036675 0.0 0.0 0.0 -0.26
H 6.082305 0.551316 -0.831088 0.0 0.0 0.0 0.15
H 4.695073 2.588491 -0.389179 0.0 0.0 0.0 0.14
H 2.316926 2.360869 0.208646 0.0 0.0 0.0 0.12
O -0.010974 0.295305 -1.635856 0.0 0.0 0.1 -0.09
H -0.498515 1.136952 -1.816292 0.0 0.0 0.0 0.08
H 0.629607 0.122495 -2.339036 0.0 0.0 0.0 0.12
```
Forces are in eV/Å.

---

# 2
C16H23F6N6O6RuS2 | ωB97M-V with the def2-TZVPD basis set

Its net charge is 0. The spin multiplicity is 6. For the HOMO energy (spin up / spin down), the calculation gives -8.07 / -8.07 eV. The molecular weight comes out at 674.59 g/mol.

Geometry as XYZ:
```
60
Properties=species:S:1:pos:R:3:forces:R:3:lowdin_charge:R:1
Ru -0.580750 -0.696879 0.455445 -0.3 0.9 -0.9 1.53
F -3.114380 2.158550 3.383033 0.2 -0.4 -0.6 0.09
C -2.336720 2.253276 2.306616 0.1 1.3 1.0 -0.33
F -2.052668 -0.148333 1.680653 -0.4 -0.2 -0.6 -0.50
F -2.365317 3.550219 1.912287 0.1 -1.0 -0.1 0.06
S -0.583872 1.804142 2.710116 0.2 1.2 0.2 0.60
O 0.084964 1.490095 1.443103 0.0 -0.7 -0.3 -0.42
O -0.083732 3.010754 3.297537 -0.1 -0.2 0.2 -0.26
N -0.610366 0.642858 3.777113 0.0 -0.1 -0.4 -0.28
S -0.153348 -0.826728 3.543866 -0.6 -0.3 1.7 0.63
O 0.578513 -1.306860 4.663645 0.0 0.0 0.1 -0.24
O 0.507116 -1.098607 2.266324 -0.1 0.0 -1.6 -0.40
C -1.653773 -2.006370 3.486995 -0.3 -0.3 0.1 -0.64
F -1.789831 -2.530458 2.255560 0.1 -0.2 0.1 0.07
F -2.809270 -1.484291 3.864631 0.4 0.3 -0.1 0.16
F -1.394070 -3.036201 4.295446 0.2 0.3 0.0 0.14
N -3.518016 1.484152 -0.329201 -1.0 -0.2 0.3 0.08
C -2.262465 1.868156 -0.857458 1.0 -1.0 -1.4 -0.36
C -2.269281 3.274388 -1.443905 0.2 -0.2 0.1 -0.14
C -0.996169 3.633195 -2.209767 -0.1 0.0 0.2 -0.18
C 0.290937 3.467565 -1.386590 -0.3 0.4 -0.3 -0.14
N 0.798373 2.107318 -1.383255 0.1 -0.4 0.2 0.10
C 1.298337 1.492042 -2.446684 0.2 0.3 0.0 -0.44
N 1.452322 2.159702 -3.608848 0.0 0.0 0.1 0.21
N 1.746860 0.253760 -2.342730 0.0 -0.7 0.3 0.19
C -1.898624 0.733402 -1.943452 -0.9 3.8 0.9 -0.64
O -2.038901 0.981581 -3.121186 0.0 -0.6 -0.8 0.06
O -1.503472 -0.336671 -1.419697 1.5 -2.8 1.8 -0.13
H -4.270790 2.151804 -0.363286 0.1 0.0 0.2 0.09
H -3.481845 0.880439 0.478678 -0.2 0.1 0.0 0.05
H -1.471428 1.755487 -0.100452 -0.2 0.4 0.0 0.07
H -2.416355 3.979746 -0.623559 -0.1 0.1 0.0 0.11
H -3.115446 3.369141 -2.126179 -0.1 -0.1 0.0 0.12
H -1.062879 4.672636 -2.534184 0.0 0.1 0.0 0.12
H -0.969318 3.002049 -3.097777 0.0 0.1 0.0 0.09
H 0.105097 3.731472 -0.344573 0.1 0.0 0.0 0.13
H 1.070741 4.135364 -1.773325 0.0 -0.1 0.2 0.12
H 0.735143 1.590851 -0.508322 0.1 0.2 -0.3 0.10
H 1.050253 3.073203 -3.732367 0.0 -0.1 0.0 0.10
H 1.681269 1.639973 -4.439156 -0.1 0.1 0.1 0.12
H 1.468330 -0.370976 -1.505747 0.3 0.9 -0.9 0.04
H 2.038175 -0.225203 -3.179883 -0.1 0.1 0.0 0.12
C -0.445392 -3.742798 -0.800073 0.0 0.1 0.1 -0.04
C 0.962423 -3.715639 -0.298375 0.0 0.3 0.1 -0.20
C 1.655819 -4.854517 0.040727 -0.1 -0.1 -0.1 -0.04
C 2.967468 -4.793224 0.500595 -0.1 0.1 -0.1 -0.05
C 3.606214 -3.566115 0.634218 0.0 -0.1 0.0 -0.04
C 2.955416 -2.393585 0.319266 -0.1 0.3 -0.1 -0.20
C 3.586511 -1.052632 0.520748 0.0 0.0 0.0 -0.03
C 1.603238 -2.437650 -0.153340 1.0 -1.6 0.2 -0.31
N 0.940219 -1.340139 -0.427869 -0.8 0.5 0.6 -0.11
H -0.833765 -4.758113 -0.811742 -0.1 0.0 0.0 0.09
H -0.495620 -3.322343 -1.806927 -0.1 0.0 0.1 0.09
H -1.089849 -3.118588 -0.155064 0.0 -0.4 -0.3 0.05
H 1.167779 -5.815324 -0.050394 0.0 -0.1 0.0 0.11
H 3.481552 -5.706795 0.755147 0.1 -0.1 0.1 0.11
H 4.619528 -3.527218 1.013413 0.0 0.0 0.0 0.12
H 4.082048 -0.714896 -0.393156 0.0 0.1 0.0 0.09
H 4.320632 -1.086599 1.322004 0.1 0.0 0.0 0.09
H 2.812430 -0.333571 0.791357 0.2 0.1 0.0 0.07
```
Forces are in eV/Å.

---

# 3
C16H23F9K3O10V | ωB97M-V with the def2-TZVPD basis set

Its net charge is +1. The spin multiplicity is 4. For the HOMO energy (spin up / spin down), the calculation gives -9.13 / -9.68 eV. The molecular weight comes out at 714.57 g/mol.

Geometry as XYZ:
```
62
Properties=species:S:1:pos:R:3:forces:R:3:lowdin_charge:R:1
K -1.694668 2.550274 4.226314 -0.2 -0.1 -0.7 0.87
K -1.852518 -3.020296 -0.382446 0.6 0.1 0.5 0.87
K 1.917742 1.231284 4.631584 -0.2 -1.1 -0.7 0.87
V -0.799658 -1.075546 2.532984 3.8 -1.8 -0.5 0.93
O 0.183322 -1.152786 0.526854 -2.0 1.3 1.4 -0.41
C 0.284132 0.183364 0.073124 1.2 -0.6 0.0 -0.36
C 0.402052 1.351104 1.159214 0.6 -2.0 0.4 -0.31
O -0.119398 1.070174 2.470454 -1.5 0.1 -0.3 -0.58
H -0.320498 0.402354 -0.806976 -1.6 0.3 0.3 0.07
H 1.204242 0.230784 -0.509336 1.0 0.3 0.3 0.07
H 0.077552 2.263154 0.658254 -0.3 0.4 0.3 0.09
H 1.470242 1.403984 1.369624 0.4 0.4 -0.5 0.07
O 0.865802 -1.465856 3.988634 -2.0 -0.6 -1.6 -0.48
C 1.047592 -2.919776 3.933674 0.9 0.7 0.7 -0.31
C 0.255242 -3.858626 2.932274 -1.3 1.6 -0.1 -0.31
O -0.909008 -3.245466 2.369914 -0.2 1.9 0.1 -0.50
H 0.969542 -3.286846 4.957034 -0.7 -0.2 0.2 0.08
H 2.121052 -3.045456 3.792314 0.3 -0.3 -0.6 0.07
H -0.134558 -4.734686 3.450614 0.6 -0.2 0.3 0.09
H 0.870592 -4.181246 2.092414 0.5 0.0 0.1 0.09
C -3.957278 1.979554 -0.697636 0.6 -0.6 1.1 -0.03
C -3.474768 2.860374 0.466464 -0.2 -0.1 -0.4 -0.16
O -4.693168 3.536154 0.897944 -0.1 1.0 0.3 0.02
C -4.808428 4.190774 2.046384 2.6 -1.7 1.0 -0.32
O -3.914838 4.165374 2.907624 -1.9 0.6 -1.3 0.05
C -6.279478 4.702134 2.239784 0.7 -2.0 0.7 -0.53
F -6.882328 4.693394 1.076014 -0.6 0.1 0.0 0.20
F -6.843678 3.732494 3.082064 0.4 1.4 -1.1 0.12
F -6.376518 5.871954 2.805424 0.0 0.3 0.3 0.22
H -4.395278 2.489474 -1.555676 0.3 0.3 0.2 0.09
H -4.694028 1.277984 -0.306356 -0.2 0.1 0.0 0.08
H -3.116178 1.348874 -0.985556 0.1 0.1 -0.4 0.07
H -2.652868 3.528834 0.210064 -0.6 0.8 -0.5 0.13
H -2.970098 2.343324 1.282594 -0.8 -0.7 0.2 0.10
C 3.903292 -1.746466 1.448214 1.6 1.9 -0.2 -0.01
C 4.405412 -0.217396 1.304634 -2.0 -1.9 2.0 -0.21
O 4.304922 0.044674 -0.066466 1.1 3.1 -2.6 -0.02
C 4.722622 1.293964 -0.608746 1.0 2.0 4.7 -0.22
O 5.157922 2.258974 0.074534 -1.8 -4.0 -2.6 0.11
C 4.594052 1.392074 -2.149056 0.9 -0.2 0.2 -0.55
F 5.740392 1.857034 -2.700196 -0.2 -1.2 0.6 0.16
F 4.267372 0.159664 -2.536966 0.5 0.2 -1.0 0.15
F 3.698782 2.244454 -2.594366 -1.2 0.2 0.5 0.19
H 4.800322 -2.276106 1.127394 -0.5 -0.8 -0.1 0.07
H 3.016732 -1.917356 0.837544 0.2 0.1 -0.1 0.07
H 3.645052 -1.994216 2.477784 0.2 0.1 0.0 0.06
H 5.351672 -0.007666 1.803334 0.4 -0.2 -0.7 0.12
H 3.678512 0.319234 1.914324 -0.3 0.8 -0.5 0.09
C 1.945392 -1.559726 -3.075016 -0.8 -0.3 0.0 -0.03
C 0.421422 -1.197246 -3.131016 1.7 1.1 0.2 -0.17
O -0.139958 -1.660756 -4.362896 -1.2 -1.3 -1.0 0.04
C -1.362878 -2.195126 -4.389366 -0.8 0.3 1.3 -0.33
O -2.117568 -2.278596 -3.437876 0.8 -0.1 -0.3 0.09
C -1.901758 -2.728856 -5.774876 0.1 1.7 0.4 -0.57
F -1.744108 -4.013166 -5.892416 -0.1 -1.5 0.3 0.21
F -3.219708 -2.424086 -5.924956 1.2 -0.2 0.3 0.15
F -1.206138 -2.161046 -6.734906 0.1 0.6 -0.9 0.19
H 2.047432 -2.644566 -3.046256 0.0 -0.1 0.5 0.08
H 2.420742 -1.082206 -2.218196 -0.4 -0.4 0.3 0.05
H 2.603702 -1.279096 -3.897196 -0.8 0.4 -0.5 0.08
H 0.292852 -0.115206 -3.158676 0.1 0.1 -0.1 0.13
H -0.106378 -1.491786 -2.223946 0.0 -0.6 -0.3 0.08
```
Forces are in eV/Å.

---

# 4
C16H23FN4O2 | ωB97M-V with the def2-TZVPD basis set

Its net charge is 0. For the HOMO energy, the calculation gives -7.73 eV. The molecular weight comes out at 322.38 g/mol.

Geometry as XYZ:
```
46
Properties=species:S:1:pos:R:3:forces:R:3:lowdin_charge:R:1
C 0.355887 4.720844 -3.225988 -0.2 0.1 0.2 -0.09
H 1.182325 4.133178 -2.836387 0.1 0.0 0.0 0.08
H -0.041462 4.221937 -4.106119 0.0 0.0 -0.1 0.06
H 0.728486 5.695742 -3.529147 0.1 0.1 -0.1 0.07
C -0.705027 4.889938 -2.144265 0.2 -0.1 -0.1 -0.26
N -1.070035 3.621941 -1.542347 -0.1 0.0 0.0 -0.18
C -1.891812 2.768385 -2.373672 0.0 -0.1 0.1 -0.17
H -1.518953 2.790141 -3.397162 -0.1 0.0 0.0 0.11
C -1.778544 1.329807 -1.840431 -0.1 -0.1 -0.3 -0.13
N -1.693438 1.345216 -0.394290 0.1 0.1 0.0 -0.08
C -0.804479 0.548677 0.261673 0.1 -0.2 0.3 -0.14
C -0.468699 -0.696003 -0.276847 0.1 0.0 -0.1 0.05
C 0.432362 -1.598561 0.306623 0.3 0.2 0.4 -0.14
N 0.561796 -2.850132 -0.192953 0.1 -0.1 -0.2 -0.06
C 1.040511 -3.995636 0.555420 0.4 -0.4 0.2 -0.16
C 0.404754 -5.196156 -0.138380 0.0 0.1 0.0 -0.16
H 0.991907 -6.101965 -0.009410 0.0 0.0 0.1 0.11
C 0.341004 -4.724818 -1.586511 -0.1 0.1 0.1 -0.16
H -0.361255 -5.292315 -2.193246 0.0 0.0 -0.1 0.11
C -0.079195 -3.267514 -1.425817 -0.1 0.0 -0.3 -0.16
H 0.248082 -2.641944 -2.260134 -0.1 0.0 0.0 0.13
H -1.172271 -3.199076 -1.338004 0.0 0.1 -0.1 0.13
H 1.330035 -4.783036 -2.040619 0.0 0.0 -0.1 0.12
H -0.601532 -5.371525 0.245443 0.0 0.0 0.0 0.11
H 0.754182 -3.913245 1.608560 0.1 0.0 0.0 0.13
H 2.135352 -4.054803 0.504752 -0.3 -0.1 0.1 0.11
C 1.110138 -1.156147 1.473780 -1.1 0.6 -0.4 -0.11
C 0.718702 0.043081 2.078667 -0.1 0.0 -0.2 0.08
C -0.208878 0.862973 1.506352 0.2 -0.2 0.1 -0.19
F -0.472551 2.034872 2.143438 0.0 0.1 -0.1 0.04
H 1.215164 0.348070 2.987085 0.0 0.1 0.0 0.13
N 2.270348 -1.758301 2.001102 0.8 -0.4 0.2 -0.37
O 3.016767 -2.354239 1.232025 0.1 0.2 0.1 0.04
O 2.516057 -1.602960 3.189075 0.1 -0.1 0.1 0.06
H -0.978100 -0.995039 -1.174721 -0.1 -0.1 -0.1 0.09
C -2.365480 2.481029 0.184489 -0.1 0.3 0.1 -0.13
H -3.394151 2.470595 -0.195357 0.1 0.0 0.1 0.12
C -1.670166 3.786596 -0.226762 0.0 0.0 0.2 -0.16
H -0.869852 4.026102 0.478254 -0.1 0.1 0.0 0.12
H -2.408442 4.607515 -0.207478 0.0 0.0 0.0 0.12
H -2.418867 2.396518 1.266313 -0.1 0.0 -0.1 0.12
H -2.642699 0.738545 -2.174402 0.1 0.0 -0.1 0.13
H -0.866600 0.881372 -2.238449 -0.1 0.0 0.0 0.12
H -2.945563 3.100222 -2.395857 0.1 0.0 -0.1 0.12
H -0.290704 5.511693 -1.346741 -0.1 0.0 0.0 0.12
H -1.586031 5.414669 -2.556139 0.0 0.0 0.1 0.12
```
Forces are in eV/Å.

---

# 5
C16H23N2O | ωB97M-V with the def2-TZVPD basis set

Its net charge is +1. For the HOMO energy, the calculation gives -12.06 eV. The molecular weight comes out at 259.37 g/mol.

Geometry as XYZ:
```
42
Properties=species:S:1:pos:R:3:forces:R:3:lowdin_charge:R:1
C -0.409037 -5.759495 -1.400613 0.8 0.9 0.6 0.01
C 0.313549 -4.727546 -0.940831 -0.5 0.5 0.0 -0.16
C 0.165764 -3.323840 -1.547391 0.4 -0.5 -1.0 -0.25
N -0.069299 -2.172678 -0.691842 -0.1 -0.2 0.7 0.00
H -0.282058 -6.767485 -1.027921 0.0 0.1 0.0 0.06
H -1.146593 -5.582928 -2.170671 0.0 -0.1 -0.1 0.06
H 1.057241 -4.804021 -0.131936 -0.3 -0.3 -0.4 0.10
H 1.108310 -3.084251 -2.101654 -0.6 -0.4 0.1 0.12
H -0.673609 -3.373410 -2.270058 0.6 0.1 0.2 0.12
H 0.300827 -2.192900 0.254528 -0.6 -0.4 -0.3 0.09
H -0.965242 -1.732560 -0.803452 -0.3 -0.4 0.5 0.09
C 0.883623 2.693015 4.628592 0.1 0.8 0.2 -0.16
C 0.503967 1.376599 3.954173 0.1 0.0 0.9 -0.11
N 0.056576 1.562132 2.591698 0.6 -1.1 -1.5 -0.07
C 0.503907 0.749997 1.634814 -0.8 0.5 0.3 -0.01
C 0.054536 0.789692 0.306338 0.0 -0.3 -0.5 -0.05
C 0.636241 0.038403 -0.718613 0.4 0.7 1.0 -0.05
C 0.332455 0.246314 -2.112784 -0.4 0.4 -1.3 -0.24
C 1.321282 0.066620 -3.112090 -0.4 0.0 0.7 -0.02
C 1.025811 0.303140 -4.448142 -0.3 -0.1 -0.2 -0.06
C -0.278990 0.658064 -4.830463 0.3 0.3 0.1 -0.05
C -1.263929 0.862494 -3.849848 0.2 -0.3 -0.3 -0.06
C -0.960291 0.665782 -2.504541 0.3 0.0 -0.2 -0.03
C -0.920621 2.597048 2.293117 -0.5 0.6 -0.3 -0.12
C -1.072697 3.483001 3.506074 0.7 0.4 0.9 -0.16
O 0.233810 3.804666 4.023689 -0.5 -0.3 -0.4 -0.12
H 0.588513 2.665257 5.690410 0.2 -0.2 -0.2 0.13
H 1.972075 2.880906 4.568070 -0.6 0.0 0.0 0.14
H 1.382301 0.736612 3.929228 -0.1 -0.2 0.1 0.13
H -0.276664 0.907482 4.565406 0.0 -0.2 -0.4 0.14
H 1.222719 0.002324 1.950602 0.1 0.1 0.0 0.15
H -0.738151 1.487902 0.050739 0.2 -0.2 0.0 0.10
H 1.466604 -0.603925 -0.470674 0.4 0.5 -0.2 0.12
H 2.322876 -0.225639 -2.794822 -0.2 0.0 -0.2 0.12
H 1.809643 0.175867 -5.202877 -0.4 0.1 0.3 0.12
H -0.503023 0.839913 -5.896417 0.1 -0.2 0.7 0.12
H -2.274297 1.143269 -4.158820 0.4 0.0 0.2 0.11
H -1.739983 0.823452 -1.758458 0.2 -0.1 -0.2 0.11
H -0.604462 3.214172 1.438535 0.2 -0.4 0.2 0.14
H -1.894834 2.157700 2.034875 0.2 -0.1 0.0 0.15
H -1.509220 4.462403 3.259933 -0.1 -0.6 0.0 0.14
H -1.679629 2.956452 4.264101 0.1 0.4 -0.1 0.14
```
Forces are in eV/Å.